Run a
The following is a quantum chemistry calculation of a 4-piece molecular cluster, C2H11NO4 overall, from OMol25.

The HOMO energy is -10.1 eV. For the LUMO energy, the calculation gives 0.716 eV. As for the structure (SMILES): CNC=O.O.O.O.

Last column: Mulliken charge in e.
Cartesian coordinates (Å):
O 1.557 -0.976 -1.319  -0.71
O 1.493 1.698 -0.226  -0.63
O -2.335 0.528 -0.192  -0.65
O -0.914 -0.335 -2.273  -0.73
N -0.620 -0.478 1.037  -0.09
C 0.151 -0.481 2.274  -0.93
C -1.616 0.356 0.802  0.29
H -1.229 0.041 -1.401  0.38
H 2.235 -1.000 -2.000  0.30
H -1.727 -0.497 -2.763  0.28
H 1.242 2.334 -0.899  0.30
H -1.644 1.230 1.503  0.28
H 0.732 -0.779 -1.826  0.41
H 0.061 0.446 2.822  0.38
H -0.097 -0.941 0.307  0.16
H 1.210 -0.637 2.050  0.28
H 1.654 0.866 -0.723  0.36
H -0.151 -1.373 2.827  0.33


Run b
The following is a quantum chemistry calculation of a 4-piece molecular cluster, C2H11NO4 overall, from OMol25.

The HOMO energy is -10.2 eV. For the LUMO energy, the calculation gives 0.859 eV. As for the structure (SMILES): CNC=O.O.O.O.

Last column: Mulliken charge in e.
Cartesian coordinates (Å):
O -0.386 0.902 -1.774  -0.63
O 0.541 1.695 0.719  -0.62
O -2.571 -1.049 -1.051  -0.58
O -2.046 1.015 1.333  -0.63
N 1.105 -0.484 0.480  -0.13
C 1.373 0.800 0.866  0.18
C 2.225 -1.353 0.049  -0.90
H 0.110 1.271 -1.021  0.28
H 0.250 -0.662 -0.029  0.27
H -0.928 1.605 -2.171  0.29
H -2.297 1.231 2.231  0.27
H 1.783 -2.241 -0.358  0.33
H -3.157 -0.845 -0.337  0.30
H 2.790 -0.778 -0.683  0.34
H -2.930 -1.357 -1.870  0.28
H 2.323 0.925 1.412  0.33
H -1.078 0.888 1.312  0.34
H 2.890 -1.561 0.892  0.28


Run c
The following is a quantum chemistry calculation of a 4-piece molecular cluster, C2H11NO4 overall, from OMol25.

The HOMO energy is -10.0 eV. For the LUMO energy, the calculation gives 0.266 eV. As for the structure (SMILES): CC(N)=O.O.O.O.

Last column: Mulliken charge in e.
Cartesian coordinates (Å):
O 0.411 1.859 -2.164  -0.58
O 2.706 -1.537 3.083  -0.65
O 3.181 1.475 -0.328  -0.64
O -1.444 -3.923 3.481  -0.64
N -1.815 2.523 -1.921  -0.39
C -0.821 1.526 -2.017  0.60
C -1.475 0.133 -2.130  -0.99
H -0.570 -0.467 -2.388  0.26
H 2.142 -1.472 3.863  0.32
H 3.115 2.044 -1.139  0.32
H -1.565 3.490 -2.129  0.23
H 2.573 1.688 0.427  0.31
H 2.725 -2.508 2.680  0.33
H -1.788 -0.141 -1.157  0.33
H -1.411 -2.955 3.401  0.32
H -1.105 -4.254 2.621  0.32
H -2.603 2.351 -1.356  0.20
H -2.256 0.167 -2.826  0.35


Run d
The following is a quantum chemistry calculation of a 4-piece molecular cluster, C2H11NO4 overall, from OMol25.

The HOMO energy is -9.6 eV. For the LUMO energy, the calculation gives 0.554 eV. As for the structure (SMILES): CNC=O.O.O.O.

Last column: Mulliken charge in e.
Cartesian coordinates (Å):
O -2.436 1.615 1.681  -0.63
O 2.160 -1.246 0.009  -0.61
O 2.583 1.525 -0.498  -0.69
O 0.283 1.176 -1.854  -0.71
N -0.093 -1.192 -0.143  -0.02
C 1.081 -1.755 0.248  0.01
C -1.388 -1.421 0.423  -0.89
H -1.305 -1.704 1.477  0.32
H -2.132 -0.622 0.454  0.30
H -2.653 2.205 0.979  0.31
H 0.999 -2.748 0.723  0.38
H 2.750 0.597 -0.724  0.39
H 0.097 -0.342 -0.657  0.24
H -1.975 -2.192 -0.079  0.31
H 1.141 1.585 -1.631  0.38
H 2.514 1.458 0.445  0.30
H -1.548 1.944 1.900  0.31
H -0.079 1.117 -2.751  0.28


Stability ranking, top entry: run a; the second entry is 0.0067 hartree less favorable.


Run a
The following is a quantum chemistry calculation of the molecule C6H8S, from OMol25.

The HOMO energy is -8.8 eV. For the LUMO energy, the calculation gives 0.890 eV. As for the structure (SMILES): SC1C2=C1CCC2.

Last column: Mulliken charge in e.
Cartesian coordinates (Å):
S -3.112 0.365 -0.476  -0.26
C 1.661 0.083 -0.224  -0.41
C -0.445 -0.680 0.511  -0.11
C -1.832 0.001 0.741  -0.17
C 0.851 -1.293 -0.090  -0.68
C -0.521 0.648 0.492  0.07
C 0.717 1.328 -0.104  -0.48
H -2.247 0.192 1.760  0.27
H 1.366 -1.946 0.571  0.28
H -3.005 -0.818 -1.131  0.13
H 0.305 1.785 -1.095  0.24
H 2.081 0.092 -1.278  0.25
H 1.077 2.043 0.631  0.25
H 2.345 -0.034 0.667  0.30
H 0.760 -1.766 -0.975  0.31


Run b
The following is a quantum chemistry calculation of a 2-piece molecular cluster, C6H8S overall, from OMol25.

The HOMO energy (alpha / beta) is -7.3 / -7.3 eV. For the LUMO energy (alpha / beta), the calculation gives -0.032 / -0.031 eV.

Last column: Mulliken charge in e.
Cartesian coordinates (Å):
S 2.221 -2.121 0.829  -0.59
C 0.543 1.394 -0.278  -0.54
C 0.383 -0.397 1.890  -0.75
C 0.255 0.683 0.935  0.53
C -0.596 -0.345 0.856  0.13
C -0.538 0.717 -1.171  -0.56
C -1.288 -0.398 -0.445  -0.32
H 1.249 -2.886 0.434  0.02
H 0.387 2.533 -0.233  0.26
H -1.243 1.584 -1.381  0.24
H -1.240 -1.351 -1.049  0.28
H -2.409 0.071 -0.351  0.22
H 1.447 1.096 -0.567  0.27
H 0.985 -0.943 2.593  0.45
H -0.156 0.363 -2.062  0.37


Stability ranking, top entry: run a; the second entry is 0.0661 hartree less favorable.


Run a
The following is a quantum chemistry calculation of C3H4N4 as an isolated structure, from OMol25.

The HOMO energy is -9.7 eV. For the LUMO energy, the calculation gives -0.691 eV.

Last column: Mulliken charge in e.
Cartesian coordinates (Å):
N 1.554 0.792 -0.216  -0.64
N -0.024 -0.974 -0.074  -0.68
N 0.196 0.318 -0.081  0.79
N -1.986 0.306 0.115  -0.52
C -1.447 -0.896 -0.135  -0.13
C 2.261 -0.431 0.225  -0.26
C -0.889 1.039 0.152  0.15
H -2.044 -1.888 0.004  0.30
H -0.780 2.184 0.000  0.30
H 1.879 -1.380 0.327  0.35
H 3.208 -0.284 0.004  0.34


Run b
The following is a quantum chemistry calculation of the molecule C3H4N4, from OMol25.

The HOMO energy is -8.8 eV. For the LUMO energy, the calculation gives 0.154 eV.

Last column: Mulliken charge in e.
Cartesian coordinates (Å):
N -0.942 -0.117 -0.044  1.23
N -2.198 -0.067 0.047  -1.05
N 1.806 -0.218 0.052  -0.59
N -0.292 -1.285 -0.034  -0.80
C 1.012 -1.247 -0.011  0.06
C 1.210 0.950 0.003  -0.19
C -0.124 1.079 -0.037  -0.10
H 1.683 1.933 0.102  0.31
H -0.769 2.013 -0.086  0.41
H -2.782 -0.864 0.104  0.27
H 1.396 -2.178 -0.096  0.46


Stability ranking, top entry: run b; the second entry is 0.0498 hartree less favorable.


Run a
The following is a quantum chemistry calculation of the molecule C3H4N4, from OMol25.

The HOMO energy (alpha / beta) is -7.9 / -7.9 eV. For the LUMO energy (alpha / beta), the calculation gives -0.858 / -0.857 eV.

Last column: Mulliken charge in e.
Cartesian coordinates (Å):
N -1.181 -0.021 1.655  -0.75
N -0.312 -1.231 -0.831  -0.16
N 1.742 -0.093 -0.647  -0.38
N -1.498 -1.127 -0.447  -0.37
C -0.179 0.602 0.698  -0.23
C -1.617 0.058 0.401  0.23
C 0.483 -0.191 -0.226  0.30
H 2.051 -0.796 -1.300  0.28
H 2.426 0.235 0.019  0.27
H -1.990 0.909 -0.177  0.44
H 0.076 1.657 0.854  0.39


Run b
The following is a quantum chemistry calculation of the molecule C3H4N4, from OMol25.

The HOMO energy is -9.2 eV. For the LUMO energy, the calculation gives 0.241 eV. As for the structure (SMILES): Nc1nccnn1.

Last column: Mulliken charge in e.
Cartesian coordinates (Å):
N 2.156 -0.124 -0.069  -0.40
N -1.071 -1.383 -0.048  -0.36
N 0.234 -1.326 -0.045  -0.39
N 0.177 1.068 -0.052  -0.54
C -1.777 -0.274 -0.013  -0.22
C 0.800 -0.125 -0.056  0.58
C -1.143 0.976 -0.049  0.08
H -2.849 -0.387 0.072  0.40
H 2.564 -1.057 0.081  0.27
H -1.723 1.916 -0.045  0.36
H 2.632 0.714 0.224  0.25


Run c
The following is a quantum chemistry calculation of the molecule C3H4N4, from OMol25.

The HOMO energy is -10.2 eV. For the LUMO energy, the calculation gives -0.555 eV. As for the structure (SMILES): [H]/N=C\N/C(C#N)=N\[H].

Last column: Mulliken charge in e.
Cartesian coordinates (Å):
N -2.072 0.120 0.656  -0.58
N -0.029 -0.636 -0.249  -0.20
N 0.698 1.700 -0.212  -0.55
N 3.191 -0.541 0.393  -0.37
C -1.403 -0.626 -0.146  0.04
C 0.851 0.401 -0.016  0.28
C 2.122 -0.094 0.182  0.23
H 0.489 -1.531 -0.553  0.29
H -1.581 0.821 1.105  0.27
H -0.307 1.767 -0.396  0.29
H -1.958 -1.383 -0.766  0.32


Run d
The following is a quantum chemistry calculation of the molecule C3H4N4, from OMol25.

The HOMO energy is -9.7 eV. For the LUMO energy, the calculation gives -0.423 eV. As for the structure (SMILES): [H]/N=C\n1cnnc1.

Last column: Mulliken charge in e.
Cartesian coordinates (Å):
N -0.923 -1.583 0.630  -0.35
N -0.565 -1.799 -0.616  -0.23
N 0.412 2.483 0.688  -0.53
N 0.356 0.169 -0.230  0.06
C 0.619 1.613 -0.263  0.19
C -0.257 -0.309 0.881  -0.18
C 0.269 -0.957 -1.167  -0.10
H 1.305 1.946 -1.074  0.32
H 0.658 -1.197 -2.208  0.35
H -0.813 0.468 1.663  0.25
H 0.110 1.809 1.605  0.23


Stability ranking, top entry: run b; the second entry is 0.0413 hartree less favorable.


Run a
The following is a quantum chemistry calculation of the molecule C3H4N4, from OMol25.

The HOMO energy is -8.1 eV. For the LUMO energy, the calculation gives -0.749 eV. As for the structure (SMILES): C1=CNN=CN=N1.

Last column: Mulliken charge in e.
Cartesian coordinates (Å):
N 0.154 0.269 1.474  -0.09
N -0.264 1.244 0.675  -0.51
N -1.108 -0.186 -1.169  -0.43
N -0.113 -1.012 -1.296  -0.16
C 1.076 -0.403 0.828  0.12
C 0.931 -1.021 -0.443  -0.43
C -0.880 1.089 -0.422  0.10
H 1.960 -0.864 1.514  0.21
H 1.532 -1.659 -0.971  0.48
H -1.402 1.998 -0.679  0.39
H 0.453 0.331 2.566  0.33


Run b
The following is a quantum chemistry calculation of the molecule C3H4N4, from OMol25.

The HOMO energy is -8.1 eV. For the LUMO energy, the calculation gives 0.650 eV.

Last column: Mulliken charge in e.
Cartesian coordinates (Å):
N -0.940 1.896 -1.104  -0.48
N -0.456 2.062 -0.084  0.39
N 0.495 -1.711 -1.195  -0.52
N 0.327 0.595 1.515  -0.48
C 0.033 -0.356 0.768  0.50
C -0.320 -1.242 -0.136  -0.46
C 0.106 1.916 1.082  -0.09
H 1.484 -1.631 -0.995  0.24
H 0.322 2.774 1.698  0.33
H -1.332 -1.638 -0.102  0.33
H 0.280 -2.666 -1.446  0.24


Stability ranking, top entry: run b; the second entry is 0.0831 hartree less favorable.


Run a
The following is a quantum chemistry calculation of the molecule C3H4N4, from OMol25.

The HOMO energy is -8.0 eV. For the LUMO energy, the calculation gives 0.263 eV.

Last column: Mulliken charge in e.
Cartesian coordinates (Å):
N 1.785 1.469 -1.783  0.51
N 0.601 0.214 -0.449  -0.12
N 1.724 2.467 -2.304  -0.46
N -2.129 -0.591 1.478  -0.16
C -1.414 0.162 0.668  -0.78
C -0.124 -0.484 0.333  0.08
C 1.747 0.306 -1.116  -0.07
H -3.032 -0.257 1.785  0.25
H 0.151 -1.480 0.744  0.21
H -1.855 -1.507 1.841  0.20
H 2.632 -0.313 -1.242  0.36


Run b
The following is a quantum chemistry calculation of the molecule C3H4N4, from OMol25.

The HOMO energy (alpha / beta) is -9.4 / -9.4 eV. For the LUMO energy (alpha / beta), the calculation gives -0.388 / -0.387 eV. As for the structure (SMILES): [H]/N=C(C#C)\N=N\N.

Last column: Mulliken charge in e.
Cartesian coordinates (Å):
N 0.695 0.685 0.743  -0.02
N 0.864 0.501 -0.494  -0.39
N 0.941 -1.604 -1.545  -0.57
N 0.610 2.007 0.988  -0.39
C -1.929 -1.485 0.309  0.31
C -0.832 -1.181 -0.082  -0.20
C 0.381 -0.736 -0.786  0.05
H -2.901 -1.741 0.665  0.39
H 1.775 -1.161 -1.944  0.28
H 0.242 2.205 1.913  0.27
H 0.154 2.511 0.233  0.29


Stability ranking, top entry: run b; the second entry is 0.0087 hartree less favorable.